# 1
A structure of composition C33H41Br4N10O5P2S2Tl. Source: OMol25; level of theory: wB97M-V/def2-TZVPD.

Structure (XYZ):
```
98
C33H41Br4N10O5P2S2Tl wB97M-V/def2-TZVPD
Tl 0.98 0.93 0.81
C -1.72 -1.56 -4.71
N -2.26 -2.12 -3.47
C -2.15 -3.57 -3.45
P -1.62 -1.29 -2.14
O -0.16 -1.33 -2.05
O -2.35 -2.18 -0.98
P -2.20 -1.93 0.62
O -1.21 -0.96 1.08
N -3.73 -1.51 1.05
C -4.88 -2.35 0.79
C -3.96 -0.37 1.94
N -1.82 -3.49 1.07
C -2.45 -4.67 0.52
C -1.26 -3.67 2.40
N -2.34 0.17 -2.26
C -1.59 1.42 -2.06
C -3.77 0.27 -2.04
H -2.33 -1.87 -5.56
H -0.68 -1.87 -4.89
H -1.73 -0.47 -4.64
H -2.66 -3.98 -4.32
H -2.63 -3.96 -2.55
H -1.11 -3.92 -3.46
H -4.65 -3.06 -0.01
H -5.72 -1.73 0.47
H -5.19 -2.90 1.68
H -3.03 0.21 2.01
H -4.27 -0.69 2.94
H -4.73 0.28 1.52
H -2.80 -4.47 -0.49
H -3.29 -5.02 1.13
H -1.71 -5.48 0.47
H -0.78 -2.74 2.71
H -0.50 -4.46 2.38
H -2.02 -3.95 3.14
H -0.55 1.27 -2.34
H -1.64 1.76 -1.03
H -2.01 2.18 -2.72
H -4.23 -0.72 -2.13
H -4.20 0.93 -2.80
H -3.99 0.70 -1.06
N 3.41 -1.42 -2.31
C 4.22 -0.81 -1.41
N 3.91 0.22 -0.71
C 4.97 0.72 0.00
C 6.13 0.03 -0.14
S 5.92 -1.31 -1.22
C 4.82 1.88 0.89
C 5.82 2.76 1.13
S 5.33 3.92 2.32
C 3.77 3.07 2.45
N 3.66 2.06 1.63
N 2.83 3.46 3.31
H 2.42 -1.18 -2.25
H 3.62 -2.38 -2.54
H 7.08 0.22 0.32
H 6.78 2.84 0.65
H 3.05 4.14 4.01
H 1.96 2.85 3.38
Br -2.17 3.52 7.34
C -1.92 3.10 5.50
C -2.94 3.28 4.59
Br -4.62 3.97 5.16
C -2.72 2.95 3.25
Br -4.10 3.19 1.95
C -1.50 2.46 2.73
O -1.34 2.18 1.50
C -0.42 2.28 3.70
O 0.73 1.83 3.32
C -0.69 2.60 5.03
Br 0.74 2.30 6.26
C 1.68 3.24 -1.57
C 1.10 3.70 -2.73
C 1.39 3.13 -4.02
C 0.81 3.61 -5.18
C -0.09 4.68 -5.16
C -0.41 5.25 -3.91
C 0.15 4.78 -2.75
H 1.46 3.69 -0.61
H 2.40 2.43 -1.59
H 2.09 2.31 -4.07
H 1.06 3.16 -6.13
H -0.52 5.07 -6.07
H -1.11 6.08 -3.87
H -0.12 5.23 -1.79
N 4.66 -6.19 2.45
C 4.15 -5.18 2.24
C 3.47 -3.96 1.98
C 2.45 -3.91 1.03
C 1.78 -2.72 0.84
N 2.06 -1.61 1.52
C 3.04 -1.65 2.42
C 3.77 -2.79 2.68
H 2.19 -4.80 0.46
H 0.98 -2.63 0.12
H 3.23 -0.72 2.94
H 4.56 -2.78 3.42
```

Properties
frontier orbital gap: 3.0011 eV
spin multiplicity: 1
charge: -2

***

# 2
A structure of composition C33H41Br4N10O5P2S2Tl. Source: OMol25; level of theory: wB97M-V/def2-TZVPD.

Structure (XYZ):
```
98
C33H41Br4N10O5P2S2Tl wB97M-V/def2-TZVPD
Tl 0.13 -1.36 -0.66
C -0.34 -1.18 3.63
N -1.16 -0.02 3.90
C -1.08 0.46 5.26
P -1.21 1.11 2.66
O -1.36 0.55 1.33
O 0.11 2.06 2.85
P 1.47 1.87 1.95
O 1.75 0.49 1.59
N 2.56 2.62 3.02
C 2.53 2.16 4.39
C 3.90 2.58 2.47
N 1.39 2.97 0.71
C 1.16 4.36 1.03
C 0.69 2.53 -0.48
N -2.40 2.18 3.21
C -3.71 1.67 2.85
C -2.27 3.60 2.98
H -0.73 -2.04 4.19
H 0.71 -1.02 3.92
H -0.37 -1.40 2.57
H -1.54 -0.28 5.92
H -1.63 1.40 5.34
H -0.04 0.62 5.59
H 1.50 2.16 4.74
H 3.12 2.85 5.00
H 2.94 1.14 4.51
H 3.84 2.81 1.41
H 4.36 1.58 2.57
H 4.52 3.32 2.98
H 1.60 4.59 1.99
H 0.09 4.60 1.06
H 1.63 4.98 0.26
H 0.88 1.47 -0.62
H 1.07 3.09 -1.34
H -0.39 2.68 -0.41
H -3.69 0.59 2.94
H -3.97 1.92 1.81
H -4.46 2.09 3.52
H -1.24 3.90 3.16
H -2.92 4.12 3.68
H -2.54 3.89 1.96
N -3.12 -3.41 -0.53
C -2.43 -3.77 0.53
N -1.16 -3.60 0.65
C -0.64 -4.07 1.82
C -1.55 -4.60 2.68
S -3.15 -4.53 1.99
C 0.80 -4.06 1.88
C 1.65 -4.69 2.74
S 3.30 -4.55 2.19
C 2.68 -3.63 0.78
N 1.41 -3.46 0.82
N 3.44 -3.19 -0.22
H -2.52 -3.15 -1.34
H -4.04 -3.78 -0.70
H -1.40 -5.02 3.65
H 1.44 -5.25 3.63
H 4.38 -3.53 -0.32
H 2.87 -2.99 -1.07
Br 2.15 -7.14 -5.04
C 1.10 -5.83 -4.16
C -0.28 -5.86 -4.24
Br -1.15 -7.23 -5.23
C -1.01 -4.86 -3.60
Br -2.92 -4.91 -3.64
C -0.45 -3.80 -2.89
O -1.19 -2.90 -2.35
C 1.00 -3.77 -2.80
O 1.63 -2.85 -2.16
C 1.69 -4.80 -3.43
Br 3.59 -4.76 -3.23
C -2.48 0.52 -2.10
C -2.90 1.62 -2.82
C -3.52 2.75 -2.19
C -3.96 3.83 -2.91
C -3.82 3.88 -4.29
C -3.22 2.80 -4.94
C -2.78 1.71 -4.24
H -2.05 -0.34 -2.58
H -2.59 0.48 -1.04
H -3.64 2.73 -1.12
H -4.43 4.66 -2.40
H -4.17 4.74 -4.85
H -3.12 2.83 -6.02
H -2.32 0.88 -4.77
N 4.72 4.10 -4.66
C 4.08 3.24 -4.24
C 3.31 2.21 -3.69
C 1.92 2.11 -3.94
C 1.21 1.13 -3.30
N 1.75 0.25 -2.44
C 3.07 0.31 -2.24
C 3.88 1.24 -2.84
H 1.44 2.80 -4.62
H 0.14 1.04 -3.44
H 3.46 -0.43 -1.56
H 4.95 1.26 -2.64
```

Properties
frontier orbital gap: 3.3438 eV
spin multiplicity: 1
charge: -2

***

# 3
A structure of composition C33H41BrFN5O2SiW. Source: OMol25; level of theory: wB97M-V/def2-TZVPD.

Structure (XYZ):
```
85
C33H41BrFN5O2SiW wB97M-V/def2-TZVPD
W 1.02 -0.71 -0.64
C -0.53 5.28 -4.05
C -0.45 3.87 -3.54
C -1.57 3.06 -3.47
C -1.50 1.73 -3.01
C -2.67 0.89 -3.07
N -2.68 -0.38 -2.82
C -3.86 -1.25 -2.88
C -4.31 -1.84 -1.53
C -3.63 -3.14 -1.05
N -2.51 -2.96 -0.12
C -2.50 -3.23 1.14
C -1.36 -3.09 2.01
C -1.39 -3.65 3.30
C -0.27 -3.68 4.11
C -0.31 -4.29 5.49
C 0.92 -3.18 3.59
C 1.01 -2.58 2.33
C 2.30 -2.28 1.74
N 2.52 -1.69 0.61
C 3.93 -1.74 0.11
C 4.05 -1.63 -1.41
C 3.81 -0.30 -2.11
N 2.45 0.29 -1.92
C 2.21 1.40 -2.51
C 0.90 2.02 -2.68
C 0.78 3.31 -3.18
C -0.26 1.23 -2.55
O -0.22 0.03 -2.07
C -0.16 -2.48 1.56
O -0.18 -1.89 0.41
H -1.56 5.62 -4.11
H -0.10 5.36 -5.05
H 0.01 5.97 -3.40
H -2.53 3.45 -3.80
H -3.61 1.34 -3.37
H -1.78 -0.77 -2.55
H -3.63 -2.05 -3.58
H -4.67 -0.66 -3.30
H -5.36 -2.10 -1.67
H -4.28 -1.09 -0.75
H -3.24 -3.70 -1.90
H -4.36 -3.78 -0.55
H -1.63 -2.60 -0.50
H -3.41 -3.64 1.56
H -2.31 -4.09 3.66
H -1.33 -4.41 5.84
H 0.23 -3.68 6.21
H 0.16 -5.28 5.48
H 1.83 -3.27 4.18
H 3.16 -2.67 2.28
H 4.35 -2.70 0.40
H 4.51 -0.96 0.60
H 3.45 -2.40 -1.87
H 5.09 -1.88 -1.63
H 3.92 -0.48 -3.18
H 4.56 0.45 -1.82
H 3.03 1.91 -3.01
H 1.67 3.91 -3.31
C 3.77 1.36 0.92
Si 2.02 1.83 1.37
C 2.01 1.51 3.21
C 1.93 3.62 0.79
N 0.68 0.87 0.59
C -0.62 1.32 1.03
C -0.78 2.35 1.98
C -1.99 2.82 2.45
C -3.18 2.27 1.99
C -3.09 1.25 1.06
C -1.86 0.81 0.61
F -1.92 -0.18 -0.32
H 4.34 2.28 1.09
H 3.98 1.05 -0.09
H 4.16 0.62 1.62
H 2.93 1.92 3.64
H 2.06 0.43 3.36
H 1.18 1.89 3.80
H 2.69 4.19 1.32
H 0.98 4.14 0.88
H 2.21 3.63 -0.27
H 0.09 2.83 2.40
H -2.00 3.61 3.18
H -4.14 2.62 2.34
H -3.97 0.78 0.65
Br 0.84 -2.77 -2.27
```

Properties
frontier orbital gap (spin up / spin down): 6.6246 / 7.1682 eV
expectation value of S²: 2.025
spin multiplicity: 3
charge: +2

***

# 4
A structure of composition C33H41Cl4GeIN5O6PTi. Source: OMol25; level of theory: wB97M-V/def2-TZVPD.

Structure (XYZ):
```
93
C33H41Cl4GeIN5O6PTi wB97M-V/def2-TZVPD
Ti 1.99 0.89 0.85
O 0.76 0.69 4.80
C 1.13 1.02 3.59
O 1.45 0.20 2.72
C 1.17 2.46 3.24
C 0.83 3.56 4.01
C 0.94 4.81 3.40
C 1.34 4.92 2.08
C 1.65 3.75 1.38
N 1.59 2.58 1.98
C 1.98 3.61 -0.10
O 2.15 4.55 -0.81
O 2.00 2.32 -0.42
H 0.86 -0.27 4.93
H 0.48 3.44 5.02
H 0.70 5.70 3.96
H 1.42 5.87 1.57
Cl 6.70 0.42 -2.04
Ge 4.68 1.72 -1.99
Cl 5.54 3.35 -0.51
Cl 4.95 2.66 -4.01
C 1.36 -2.83 0.33
P 2.10 -1.41 -0.55
C 1.11 -1.30 -2.07
C 3.72 -2.05 -1.03
C 4.59 -2.45 -0.02
C 5.81 -3.02 -0.34
C 6.18 -3.18 -1.67
C 5.33 -2.76 -2.67
C 4.10 -2.20 -2.36
H 2.08 -3.23 1.04
H 1.11 -3.62 -0.38
H 0.46 -2.55 0.87
H 1.22 -2.21 -2.66
H 1.42 -0.45 -2.68
H 0.06 -1.19 -1.81
H 4.31 -2.34 1.02
H 6.48 -3.34 0.45
H 7.14 -3.61 -1.92
H 5.62 -2.86 -3.71
H 3.45 -1.86 -3.16
C -4.23 0.02 2.56
C -4.85 0.60 1.28
C -6.35 0.79 1.56
C -4.24 1.97 1.00
C -4.67 -0.41 0.09
O -5.45 -1.58 0.35
C -5.06 0.21 -1.26
C -5.33 -0.78 -2.40
C -4.13 -1.42 -3.06
C -3.94 -2.80 -2.98
C -2.83 -3.41 -3.56
C -1.92 -2.63 -4.24
Cl -0.53 -3.38 -4.98
C -2.09 -1.25 -4.35
C -3.19 -0.66 -3.76
C -3.28 -1.07 0.04
N -2.12 -0.18 -0.03
C -1.10 -0.15 0.81
N -0.19 0.73 0.39
C -0.74 1.21 -0.76
N -1.90 0.68 -1.04
H -4.58 0.60 3.43
H -3.14 0.09 2.56
H -4.53 -1.01 2.72
H -6.48 1.57 2.31
H -6.81 -0.11 1.95
H -6.91 1.12 0.68
H -4.41 2.62 1.87
H -4.70 2.46 0.14
H -3.17 1.94 0.83
H -6.38 -1.35 0.31
H -4.27 0.90 -1.56
H -5.96 0.81 -1.13
H -5.90 -0.24 -3.17
H -5.98 -1.58 -2.04
H -4.66 -3.41 -2.45
H -2.70 -4.48 -3.50
H -1.37 -0.66 -4.91
H -3.33 0.41 -3.85
H -3.24 -1.73 -0.83
H -3.13 -1.68 0.92
H -1.04 -0.76 1.70
H -0.25 1.94 -1.38
N 6.20 0.41 1.02
C 5.10 0.71 1.65
O 3.97 0.74 1.09
C 5.19 1.06 3.12
I 4.64 -0.63 4.29
H 6.25 0.27 0.00
H 7.08 0.52 1.49
H 4.50 1.86 3.34
H 6.19 1.34 3.41
```

Properties
frontier orbital gap (spin up / spin down): 5.0512 / 4.9136 eV
expectation value of S²: 0.754
spin multiplicity: 2
charge: +1

***

# 5
A structure of composition C33H41IrN2O3S2Si. Source: OMol25; level of theory: wB97M-V/def2-TZVPD.

Structure (XYZ):
```
83
C33H41IrN2O3S2Si wB97M-V/def2-TZVPD
Ir -0.29 -0.23 -0.45
O 1.28 -1.44 -1.05
S 2.67 -2.07 -1.29
C 3.77 -1.40 -0.02
C 3.17 -1.22 1.37
C 2.64 0.20 1.56
C 1.91 0.47 2.86
S 0.27 -0.35 2.96
O -0.07 -0.89 1.55
C -0.80 1.06 3.23
C -1.94 1.22 2.45
C -2.79 2.28 2.73
C -2.51 3.14 3.79
C -1.39 2.93 4.58
C -0.52 1.89 4.30
C 2.50 -3.75 -0.78
C 1.68 -4.13 0.28
C 1.65 -5.47 0.64
C 2.42 -6.40 -0.05
C 3.22 -6.00 -1.11
C 3.26 -4.67 -1.49
H 4.15 -0.47 -0.43
H 4.60 -2.12 -0.03
H 3.94 -1.42 2.11
H 2.38 -1.95 1.55
H 2.01 0.49 0.72
H 3.48 0.91 1.53
H 1.74 1.53 3.00
H 2.46 0.07 3.72
H -2.18 0.52 1.66
H -3.68 2.42 2.14
H -3.19 3.95 4.01
H -1.19 3.58 5.42
H 0.35 1.73 4.93
H 1.08 -3.40 0.81
H 1.02 -5.79 1.46
H 2.39 -7.44 0.24
H 3.81 -6.73 -1.65
H 3.87 -4.36 -2.33
C -1.53 -3.44 -0.41
N -2.75 -2.94 -1.05
C -3.35 -3.85 -2.03
C -3.12 -1.67 -0.91
O -2.26 -0.75 -0.55
N -4.37 -1.27 -1.10
C -5.53 -2.15 -0.91
C -4.69 0.15 -1.24
H -1.71 -4.47 -0.10
H -1.31 -2.86 0.48
H -0.68 -3.43 -1.10
H -2.55 -4.27 -2.64
H -4.03 -3.30 -2.69
H -3.89 -4.66 -1.55
H -5.24 -3.06 -0.39
H -5.99 -2.41 -1.87
H -6.26 -1.62 -0.31
H -3.85 0.68 -1.68
H -4.94 0.59 -0.27
H -5.55 0.24 -1.90
C 0.61 4.15 -4.99
C 0.77 2.72 -4.86
C 0.54 2.09 -3.66
C 0.13 2.84 -2.55
C -0.01 4.28 -2.71
C 0.21 4.92 -3.91
Si -0.19 2.19 -0.79
C 1.06 3.10 0.23
C 2.38 3.24 -0.20
C 3.31 3.95 0.55
C 2.92 4.51 1.76
C 1.61 4.39 2.21
C 0.68 3.69 1.45
H 0.80 4.61 -5.95
H 1.07 2.16 -5.73
H 0.66 1.02 -3.58
H -0.32 4.86 -1.84
H 0.09 5.99 -4.01
H -1.55 2.70 -0.49
H 2.70 2.80 -1.15
H 4.33 4.06 0.20
H 3.64 5.07 2.35
H 1.31 4.85 3.14
H -0.34 3.61 1.80
```

Properties
frontier orbital gap (spin up / spin down): 7.9387 / 4.6933 eV
expectation value of S²: 8.777
spin multiplicity: 6
charge: +3

***

Total energy? In order: -14153.72823 -14153.71662 -4736.49007 -7413.66100 -2806.41144 a.u..
F_max? In order: 0.027 0.059 0.014 0.039 0.003 hartree/bohr.
Energy relative to the best compared isomer or geometry (same formula, charge and spin)? In order: 0.9244 1.2403 0.0419 1.0664 0.0355 eV.